# 1
{
  "formula": "C4H6LaO3",
  "method": "ωB97M-V/def2-TZVPD",
  "species": ["O", "O", "O", "C", "C", "C", "H", "H", "H", "La", "C", "H", "H", "H"],
  "coordinates": [[-1.27, -1.00, -1.29], [0.32, -1.34, 0.19], [-1.34, -0.02, 0.67], [1.43, -0.34, 0.00], [2.72, -1.06, 0.26], [-0.89, -1.05, -0.11], [3.53, -0.31, 0.29], [2.75, -1.61, 1.23], [3.01, -1.80, -0.52], [0.67, 1.72, -0.70], [-2.74, 0.27, 0.60], [-3.13, -0.03, 1.58], [-3.38, -0.18, -0.16], [-2.80, 1.35, 0.41]],
  "e_above_lowest_ev": 3.2935,
  "lumo_energy_ev": [-5.11, -5.11],
  "charge": 1
}

---

# 2
{
  "formula": "C4H6LaO3",
  "method": "ωB97M-V/def2-TZVPD",
  "species": ["H", "C", "H", "H", "C", "O", "C", "O", "La", "O", "C", "H", "H", "H"],
  "coordinates": [[2.26, -1.66, 3.62], [3.36, -1.66, 2.43], [4.07, -1.39, 1.64], [3.19, -2.75, 2.43], [2.57, -0.72, 2.94], [-1.41, 1.68, 0.51], [-1.48, 1.12, -0.63], [-0.63, 0.24, -0.95], [0.60, 0.42, 1.39], [-2.43, 1.51, -1.44], [-2.50, 0.91, -2.74], [-1.58, 1.11, -3.30], [-2.66, -0.18, -2.65], [-3.35, 1.37, -3.24]],
  "multiplicity": 2,
  "e_above_lowest_ev": 1.9655,
  "lumo_energy_ev": [-10.23, -11.91],
  "charge": 2
}

---

# 3
{
  "formula": "C4H6MgO2Rb",
  "method": "ωB97M-V/def2-TZVPD",
  "species": ["O", "C", "C", "Rb", "Mg", "H", "C", "C", "O", "H", "H", "H", "H", "H"],
  "coordinates": [[1.03, 0.15, 1.83], [0.32, -0.23, 2.84], [-0.53, -0.48, 3.67], [3.15, 2.57, 3.72], [0.59, -0.33, -0.03], [-0.92, -0.98, 4.55], [-0.72, -1.11, -1.53], [-0.46, 0.13, -2.36], [0.43, 0.99, -1.56], [-1.78, -1.21, -1.27], [-0.39, -2.02, -2.04], [-1.37, 0.72, -2.56], [0.05, -0.06, -3.32], [0.60, 1.85, -1.95]],
  "e_above_lowest_ev": 0.0000,
  "lumo_energy_ev": -4.04,
  "charge": 1
}

---

# 4
{
  "formula": "C4H6N",
  "method": "ωB97M-V/def2-TZVPD",
  "species": ["C", "C", "C", "C", "N", "H", "H", "H", "H", "H", "H"],
  "coordinates": [[0.06, 1.65, -0.93], [-0.04, 0.27, -0.51], [-0.41, 1.43, 0.43], [-0.57, -1.05, -0.08], [0.90, -0.82, -0.33], [0.21, 2.01, 1.22], [-1.37, 1.33, 0.72], [-0.74, -1.18, 0.96], [-0.95, -1.66, -0.81], [1.31, -1.22, -1.13], [1.61, -0.76, 0.45]],
  "e_above_lowest_ev": 5.2302,
  "lumo_energy_ev": -5.55,
  "charge": 1
}

---

# 5
{
  "formula": "C4H6N",
  "method": "ωB97M-V/def2-TZVPD",
  "species": ["C", "C", "C", "C", "N", "H", "H", "H", "H", "H", "H"],
  "coordinates": [[1.10, -0.37, 0.82], [1.69, 0.71, 0.27], [-0.40, 0.88, -0.98], [-0.93, -0.11, -0.30], [-0.23, -0.75, 0.65], [1.66, -0.97, 1.63], [-0.48, 1.11, -1.95], [2.69, 0.93, 0.11], [-2.05, -0.30, -0.13], [0.58, 1.19, -0.64], [-0.56, -0.76, 1.59]],
  "e_above_lowest_ev": 4.3271,
  "lumo_energy_ev": -7.24,
  "charge": 1
}

---

# 6
{
  "formula": "C4H6N",
  "method": "ωB97M-V/def2-TZVPD",
  "species": ["C", "C", "C", "C", "N", "H", "H", "H", "H", "H", "H"],
  "coordinates": [[2.43, 0.43, 0.05], [1.57, -0.62, -0.03], [0.15, -0.43, 0.15], [-1.05, -0.11, 0.00], [-2.48, 0.11, -0.01], [3.39, 0.43, -0.28], [2.30, 1.41, 0.52], [1.69, -1.66, -0.45], [-2.62, 0.70, -0.84], [-2.59, 0.64, 0.87], [-2.78, -0.89, 0.01]],
  "e_above_lowest_ev": 2.6416,
  "lumo_energy_ev": -4.30,
  "charge": 1,
  "smiles": "C=CC#C[NH3+]"
}

---

# 7
{
  "formula": "C4H6N",
  "method": "ωB97M-V/def2-TZVPD",
  "species": ["C", "N", "C", "C", "C", "H", "H", "H", "H", "H", "H"],
  "coordinates": [[-1.19, 0.78, 1.50], [-0.46, 0.84, 0.46], [0.42, 1.50, -0.69], [0.47, 0.22, -0.37], [0.88, -1.11, -0.73], [-1.61, -0.15, 1.97], [-1.60, 1.68, 2.05], [0.37, 2.59, -1.03], [1.42, -1.05, -1.68], [-0.02, -1.75, -0.79], [1.33, -1.84, 0.04]],
  "e_above_lowest_ev": 2.8254,
  "lumo_energy_ev": -4.56,
  "charge": 1,
  "smiles": "C=[N+]1C=C1C"
}

---

# 8
{
  "formula": "C4H6N2",
  "method": "ωB97M-V/def2-TZVPD",
  "species": ["C", "C", "C", "C", "N", "N", "H", "H", "H", "H", "H", "H"],
  "coordinates": [[-0.35, -1.50, -0.51], [-0.16, -0.69, 0.70], [-0.46, -0.85, -1.62], [0.51, 1.83, 1.05], [-0.01, 0.59, 0.53], [0.33, 1.48, -0.36], [-0.45, -2.61, -0.34], [0.17, -1.11, 1.71], [-0.25, 0.19, -1.59], [-0.57, -1.38, -2.55], [-0.23, 2.44, 1.50], [1.46, 1.62, 1.48]],
  "e_above_lowest_ev": 4.8818,
  "lumo_energy_ev": [0.70, 0.70]
}

---

# 9
{
  "formula": "C4H6N2",
  "method": "ωB97M-V/def2-TZVPD",
  "species": ["N", "C", "C", "C", "C", "N", "H", "H", "H", "H", "H", "H"],
  "coordinates": [[-0.48, 2.23, 2.34], [-0.26, 1.43, 1.52], [0.05, 0.45, 0.54], [-0.70, -0.83, 0.14], [0.02, -0.58, -1.17], [0.17, 0.72, -0.82], [1.41, -0.54, 0.45], [-0.51, -1.75, 0.69], [-1.77, -0.62, 0.04], [-0.07, -0.96, -2.18], [1.42, -1.01, -0.30], [0.70, 1.46, -1.27]],
  "e_above_lowest_ev": 4.9182,
  "lumo_energy_ev": 0.51
}

---

# 10
{
  "formula": "C4H6N2",
  "method": "ωB97M-V/def2-TZVPD",
  "species": ["C", "C", "C", "C", "N", "N", "H", "H", "H", "H", "H", "H"],
  "coordinates": [[-1.65, 0.88, -0.51], [1.67, -0.88, 0.52], [-0.88, -0.26, 0.10], [0.69, 0.10, -0.02], [-1.55, -1.15, 0.53], [0.84, 1.19, -0.58], [-0.37, 1.48, -0.77], [-2.26, 1.45, 0.18], [-2.19, 0.63, -1.43], [1.47, -1.04, 1.58], [1.53, -1.84, 0.02], [2.70, -0.54, 0.38]],
  "e_above_lowest_ev": 4.4804,
  "lumo_energy_ev": [-1.27, -0.87]
}